Formula: CH9O6
Source: the Open Molecules 2025 dataset
Level of theory: wB97M-V/def2-TZVPD

Geometry as ORCA input:
```
! RIJCOSX wB97M-V def2-TZVPD def2/J DEFGRID3
* xyz -1 1
O -0.1809 -0.1474 -0.2065
C 0.7515 -0.9318 0.0024
O 0.8460 -2.1068 -0.3709
H 1.7286 -0.5071 0.4123
H 0.3964 2.6972 0.6949
H 0.7584 1.7199 1.5524
O 0.6644 2.7259 1.6333
H -1.0126 -1.1056 3.0912
H -0.2936 -0.0589 2.2161
O -0.3959 -0.3821 3.0969
H -1.6789 1.9576 -0.6941
H -0.8413 1.4925 -1.7219
O -1.4883 2.2598 -1.5868
H 0.3987 -2.8109 -1.9796
H 0.1614 -1.9202 -3.2498
O 0.1862 -2.8822 -2.8899
*
```

Summary:
- M: 117.1 g/mol
- Electronic energy: -13469.9831 eV
- Orbital gap: 0.3400 hartree
- Energy relative to the best compared isomer or geometry (same formula, charge and spin): 1.242 eV
- HOMO level: -5.57 eV

***

Formula: CH9P5
Source: the Open Molecules 2025 dataset
Level of theory: wB97M-V/def2-TZVPD

Geometry as ORCA input:
```
! RIJCOSX wB97M-V def2-TZVPD def2/J DEFGRID3
* xyz 0 1
C -0.9513 -0.7042 -0.3240
P -1.8219 -0.1574 1.1783
P 0.1753 -2.0992 -0.2701
P -1.9374 -0.5313 -1.8148
P 1.9367 0.9128 0.9969
P 0.9363 2.1039 -0.4522
H -2.2677 -1.4165 1.6038
H -0.7025 -0.2515 2.0152
H 0.9505 -1.7260 -1.3724
H 1.0457 -1.5751 0.6893
H -0.9051 -0.2669 -2.7156
H -2.2978 0.7951 -1.6299
H 2.8703 0.3723 0.1130
H 2.8467 1.8601 1.4615
H 0.1222 2.6839 0.5211
*
```

Summary:
- M: 176.0 g/mol
- Electronic energy: -47622.1837 eV
- Orbital gap (spin up / spin down): 0.2375 / 0.2729 hartree
- Energy relative to the best compared isomer or geometry (same formula, charge and spin): 2.070 eV
- HOMO level (spin up / spin down): -7.73 / -8.25 eV

***

Formula: CHBiLiO3
Source: the Open Molecules 2025 dataset
Level of theory: wB97M-V/def2-TZVPD

Geometry as ORCA input:
```
! RIJCOSX wB97M-V def2-TZVPD def2/J DEFGRID3
* xyz 2 2
O -1.0760 0.3826 1.2747
C 0.0994 0.1351 1.3750
H 0.5613 -1.0070 1.2693
O 0.3779 -0.4727 -0.8679
O 0.9692 -0.2144 0.1490
Bi -1.5991 0.5177 -0.8918
Li 0.6673 0.6587 -2.3083
*
```

Summary:
- M: 276.9 g/mol
- Electronic energy: -13213.6688 eV
- Orbital gap (spin up / spin down): 0.2617 / 0.2891 hartree
- HOMO level (spin up / spin down): -18.92 / -19.93 eV
- <S²>: 0.755

***

Formula: CHBr2F2OP
Source: the Open Molecules 2025 dataset
Level of theory: wB97M-V/def2-TZVPD

Geometry as ORCA input:
```
! RIJCOSX wB97M-V def2-TZVPD def2/J DEFGRID3
* xyz 0 1
C 0.6982 -0.4693 0.4681
O 3.0894 0.9745 1.3443
F -1.4016 -0.9231 1.9634
F -0.5035 1.1611 1.9554
P 0.0238 -0.3406 2.2508
Br 1.3458 -2.1808 -0.0903
Br 2.0268 0.9317 0.0892
H -0.0255 -0.3002 -0.2095
*
```

Summary:
- M: 257.8 g/mol
- Electronic energy: -157906.8616 eV
- Orbital gap: 0.3386 hartree
- Energy relative to the best compared isomer or geometry (same formula, charge and spin): 5.191 eV
- HOMO level: -9.36 eV

***

Formula: CHBr2IO2S
Source: the Open Molecules 2025 dataset
Level of theory: wB97M-V/def2-TZVPD

Geometry as ORCA input:
```
! RIJCOSX wB97M-V def2-TZVPD def2/J DEFGRID3
* xyz 0 1
C -0.6368 -1.4466 0.4879
O -1.0445 -0.0319 2.9088
O -2.6197 0.4892 1.1151
S -1.4148 -0.1263 1.5435
Br -0.2498 -2.7707 1.7980
Br -2.1398 -1.9477 -0.5940
I 0.3815 1.6041 0.3113
H 0.3507 0.1538 -0.3762
*
```

Summary:
- M: 363.8 g/mol
- Electronic energy: -164164.5294 eV
- Orbital gap: 0.2595 hartree
- Energy relative to the best compared isomer or geometry (same formula, charge and spin): 3.057 eV
- HOMO level: -8.94 eV

***

Formula: CHBr3ClCu
Source: the Open Molecules 2025 dataset
Level of theory: wB97M-V/def2-TZVPD

Geometry as ORCA input:
```
! RIJCOSX wB97M-V def2-TZVPD def2/J DEFGRID3
* xyz 1 2
Cu -2.8850 3.3396 0.0005
Cl -2.3190 0.9872 -0.7328
C 0.8821 -0.7935 0.1350
Br 2.5614 0.1242 0.2927
Br 0.9023 -1.9607 1.6570
Br 0.8060 -1.5977 -1.6114
H 0.0521 -0.0990 0.2591
*
```

Summary:
- M: 351.7 g/mol
- Electronic energy: -268331.7974 eV
- Orbital gap (spin up / spin down): 0.2997 / 0.1077 hartree
- Energy relative to the best compared isomer or geometry (same formula, charge and spin): 0.531 eV
- HOMO level (spin up / spin down): -12.80 / -12.67 eV
- <S²>: 0.756

***

Formula: CHBrCl3Zr
Source: the Open Molecules 2025 dataset
Level of theory: wB97M-V/def2-TZVPD

Geometry as ORCA input:
```
! RIJCOSX wB97M-V def2-TZVPD def2/J DEFGRID3
* xyz 3 1
Zr 4.4550 2.3261 0.0864
Br 1.9345 1.5975 0.4293
C -1.1975 -0.7737 -0.1138
Cl -1.1818 -1.0919 1.6274
Cl -2.5192 0.3466 -0.6099
Cl -1.2053 -2.2412 -1.0465
H -0.2857 -0.1634 -0.3728
*
```

Summary:
- M: 290.5 g/mol
- Electronic energy: -109900.3889 eV
- Orbital gap: 0.0963 hartree
- Energy relative to the best compared isomer or geometry (same formula, charge and spin): 0.000 eV
- HOMO level: -20.53 eV

***

Formula: CHBrClNO
Source: the Open Molecules 2025 dataset
Level of theory: wB97M-V/def2-TZVPD

Geometry as ORCA input:
```
! RIJCOSX wB97M-V def2-TZVPD def2/J DEFGRID3
* xyz 0 1
C 0.1920 -0.2559 -0.1139
N -0.2790 0.4204 0.9847
O -1.4057 0.8451 0.9912
Cl 1.2909 -1.5634 0.0621
Br -0.9851 -0.5008 -1.6984
H 1.1869 1.0547 -0.2257
*
```

Summary:
- M: 158.4 g/mol
- Electronic energy: -87150.5679 eV
- Orbital gap (spin up / spin down): 0.3199 / 0.3199 hartree
- Energy relative to the best compared isomer or geometry (same formula, charge and spin): 4.663 eV
- HOMO level (spin up / spin down): -9.94 / -9.94 eV

***

Formula: CHBrClNO2
Source: the Open Molecules 2025 dataset
Level of theory: wB97M-V/def2-TZVPD

Geometry as ORCA input:
```
! RIJCOSX wB97M-V def2-TZVPD def2/J DEFGRID3
* xyz 0 1
C -0.4837 -0.1670 -0.3829
N 0.7747 -0.2843 0.3479
O 1.7673 -0.2362 -0.3290
O 0.7062 -0.4141 1.5378
Cl -0.3694 2.1440 -0.2182
Br -1.9663 -0.7585 0.5013
H -0.4288 -0.2838 -1.4568
*
```

Summary:
- M: 174.4 g/mol
- Electronic energy: -89198.3838 eV
- Orbital gap (spin up / spin down): 0.3189 / 0.3188 hartree
- Energy relative to the best compared isomer or geometry (same formula, charge and spin): 1.215 eV
- HOMO level (spin up / spin down): -11.16 / -11.16 eV

***

Formula: CHBrF2O
Source: the Open Molecules 2025 dataset
Level of theory: wB97M-V/def2-TZVPD

Geometry as ORCA input:
```
! RIJCOSX wB97M-V def2-TZVPD def2/J DEFGRID3
* xyz 0 1
O -1.0044 0.2020 0.4346
C 0.1606 -0.2889 -0.0090
F 0.0187 -0.7367 -1.2762
F 0.4780 -1.4672 0.6037
Br 1.5362 1.0584 -0.0609
H -1.1890 1.2324 0.3078
*
```

Summary:
- M: 146.9 g/mol
- Electronic energy: -78577.8500 eV
- Orbital gap: 0.4302 hartree
- Energy relative to the best compared isomer or geometry (same formula, charge and spin): 0.416 eV
- SMILES: OC(F)(F)Br
- HOMO level: -11.32 eV

***

Formula: CHBrFI
Source: the Open Molecules 2025 dataset
Level of theory: wB97M-V/def2-TZVPD

Geometry as ORCA input:
```
! RIJCOSX wB97M-V def2-TZVPD def2/J DEFGRID3
* xyz 0 1
C 0.0683 0.0367 -0.2050
F 0.2742 0.2074 -1.4938
Br -0.3199 1.8098 0.5419
I -1.3782 -1.3908 0.4056
H 1.3556 -0.6631 0.7513
*
```

Summary:
- M: 238.8 g/mol
- Electronic energy: -81910.4997 eV
- Orbital gap: 0.3260 hartree
- Energy relative to the best compared isomer or geometry (same formula, charge and spin): 2.491 eV
- HOMO level: -9.69 eV

***

Formula: CHBrINO2
Source: the Open Molecules 2025 dataset
Level of theory: wB97M-V/def2-TZVPD

Geometry as ORCA input:
```
! RIJCOSX wB97M-V def2-TZVPD def2/J DEFGRID3
* xyz 0 1
C -0.3260 -0.2679 -0.7807
N -1.3872 0.8391 -0.9488
O -2.0096 0.7397 -1.9399
O -1.4663 1.6529 -0.0988
Br 0.9069 -0.1930 -2.2442
I -1.2460 -2.2316 -0.7230
H 0.2803 0.1162 0.1594
*
```

Summary:
- M: 265.8 g/mol
- Electronic energy: -84777.6375 eV
- Orbital gap: 0.3483 hartree
- Energy relative to the best compared isomer or geometry (same formula, charge and spin): 0.075 eV
- HOMO level: -10.28 eV

***

Formula: CHCl2FS
Source: the Open Molecules 2025 dataset
Level of theory: wB97M-V/def2-TZVPD

Geometry as ORCA input:
```
! RIJCOSX wB97M-V def2-TZVPD def2/J DEFGRID3
* xyz 0 1
F 0.9133 1.4176 -0.6620
C 0.0057 0.3435 -0.6378
Cl 0.8850 -1.0971 -0.6004
S -1.0136 0.3278 1.3719
Cl -0.1732 -1.3954 1.9577
H -0.6172 0.4036 -1.4295
*
```

Summary:
- M: 135.0 g/mol
- Electronic energy: -39648.9912 eV
- Orbital gap: 0.3356 hartree
- Energy relative to the best compared isomer or geometry (same formula, charge and spin): 1.230 eV
- SMILES: F[C@@H](Cl)SCl
- HOMO level: -9.40 eV

***

Formula: CHCl2N2O2
Source: the Open Molecules 2025 dataset
Level of theory: wB97M-V/def2-TZVPD

Geometry as ORCA input:
```
! RIJCOSX wB97M-V def2-TZVPD def2/J DEFGRID3
* xyz -1 1
C 0.8317 -0.0989 -0.3906
N 1.0396 -0.1198 0.8648
N 1.6870 -1.1302 1.5053
O 2.4118 -0.8490 2.4546
O 1.3793 -2.2918 1.1697
Cl -2.4573 2.2182 -1.9505
Cl -0.2263 0.8803 -1.2528
H 1.1339 -0.9610 -0.8540
*
```

Summary:
- M: 143.9 g/mol
- Electronic energy: -33170.9923 eV
- Orbital gap: 0.2418 hartree
- Energy relative to the best compared isomer or geometry (same formula, charge and spin): 0.991 eV
- HOMO level: -4.37 eV

***

Formula: CHCl2NO
Source: the Open Molecules 2025 dataset
Level of theory: wB97M-V/def2-TZVPD

Geometry as ORCA input:
```
! RIJCOSX wB97M-V def2-TZVPD def2/J DEFGRID3
* xyz 0 1
C -0.5964 -0.1474 0.0038
N 0.2267 0.9082 -0.4252
O 0.0317 0.7022 0.9312
Cl -2.2798 0.0171 -0.4366
Cl 2.8764 -0.2166 -0.2763
H -0.2585 -1.2634 0.2031
*
```

Summary:
- M: 113.9 g/mol
- Electronic energy: -29630.2298 eV
- Orbital gap (spin up / spin down): 0.3869 / 0.2567 hartree
- Energy relative to the best compared isomer or geometry (same formula, charge and spin): 3.089 eV
- HOMO level (spin up / spin down): -11.80 / -10.65 eV

***

Formula: CHCl2NO
Source: the Open Molecules 2025 dataset
Level of theory: wB97M-V/def2-TZVPD

Geometry as ORCA input:
```
! RIJCOSX wB97M-V def2-TZVPD def2/J DEFGRID3
* xyz 0 1
C 0.7317 1.0968 1.5073
N -0.0158 0.2853 0.5741
O -0.5079 1.2090 1.5304
Cl -0.1757 -2.4620 -1.1800
Cl -0.0094 1.0644 -0.9772
H -0.0229 -1.1936 -1.4545
*
```

Summary:
- M: 113.9 g/mol
- Electronic energy: -29630.0879 eV
- Orbital gap: 0.3987 hartree
- Energy relative to the best compared isomer or geometry (same formula, charge and spin): 3.231 eV
- HOMO level: -11.41 eV

***

Formula: CHCl2OPS
Source: the Open Molecules 2025 dataset
Level of theory: wB97M-V/def2-TZVPD

Geometry as ORCA input:
```
! RIJCOSX wB97M-V def2-TZVPD def2/J DEFGRID3
* xyz 0 1
C 0.4212 -0.8587 -0.3023
O -2.2934 -1.5250 -0.7656
P -2.3984 -0.2326 0.1129
S -0.1044 -2.0142 -1.0944
Cl -3.9802 -0.4926 1.3878
Cl -3.4716 1.0413 -1.1106
H 0.5111 -0.0259 0.4370
*
```

Summary:
- M: 163.0 g/mol
- Electronic energy: -48268.0756 eV
- Orbital gap: 0.2556 hartree
- Energy relative to the best compared isomer or geometry (same formula, charge and spin): 2.789 eV
- HOMO level: -8.92 eV

***

Formula: CHCl3
Source: the Open Molecules 2025 dataset
Level of theory: wB97M-V/def2-TZVPD

Geometry as ORCA input:
```
! RIJCOSX wB97M-V def2-TZVPD def2/J DEFGRID3
* xyz 0 1
Cl -9.2690 -11.5269 -20.1547
C -9.3848 -11.7525 -18.3875
Cl -8.0612 -10.7313 -17.7580
Cl -9.1656 -13.4890 -17.8896
H -10.3880 -11.3456 -18.2612
*
```

Summary:
- M: 119.4 g/mol
- Electronic energy: -38620.0645 eV
- Orbital gap: 0.4267 hartree
- Energy relative to the best compared isomer or geometry (same formula, charge and spin): 0.290 eV
- SMILES: ClC(Cl)Cl
- HOMO level: -11.08 eV

***

Formula: CHCl3N2
Source: the Open Molecules 2025 dataset
Level of theory: wB97M-V/def2-TZVPD

Geometry as ORCA input:
```
! RIJCOSX wB97M-V def2-TZVPD def2/J DEFGRID3
* xyz 0 1
C 0.5957 0.0428 -0.3349
N 0.5417 -1.0160 0.2734
N -1.1516 1.0010 -0.1375
Cl 1.5758 1.0474 -1.2778
Cl 1.5997 -2.3526 0.4614
Cl -2.4415 0.0104 0.3113
H -0.7199 1.2670 0.7041
*
```

Summary:
- M: 147.4 g/mol
- Electronic energy: -41595.9211 eV
- Orbital gap (spin up / spin down): 0.3259 / 0.3258 hartree
- Energy relative to the best compared isomer or geometry (same formula, charge and spin): 1.677 eV
- HOMO level (spin up / spin down): -9.53 / -9.53 eV

***

Formula: CHCl3N3
Source: the Open Molecules 2025 dataset
Level of theory: wB97M-V/def2-TZVPD

Geometry as ORCA input:
```
! RIJCOSX wB97M-V def2-TZVPD def2/J DEFGRID3
* xyz 1 3
C 1.1071 0.7720 -0.0406
N -2.0386 -0.9610 -1.2686
N -1.5178 -0.8820 -0.2817
N -0.8860 -0.5749 0.6506
Cl 1.9697 -0.4982 -0.7068
Cl 0.5426 1.7838 -1.3053
Cl 1.5259 1.3724 1.4378
H -0.7029 -1.0119 1.5146
*
```

Summary:
- M: 161.4 g/mol
- Electronic energy: -43075.3300 eV
- Orbital gap (spin up / spin down): 0.3349 / 0.1063 hartree
- Energy relative to the best compared isomer or geometry (same formula, charge and spin): 0.533 eV
- HOMO level (spin up / spin down): -13.55 / -14.29 eV
- <S²>: 2.009